Density functional theory data (ωB97M-V with the def2-TZVPD basis set) for C21H36P2Re as an isolated structure at a distorted geometry.

Calculated values
E_tot: -1581.91322 Ha
Orbital gap (alpha / beta): 6.98 / 5.11 eV
Energy relative to the best compared isomer or geometry (same formula, charge and spin): 0.0 kJ/mol
Charge: +2
Spin multiplicity: 4

Atoms and positions in Å:
P1 3.019 0.015 -2.443
P2 0.257 -0.850 -3.465
C1 3.002 -0.854 -4.137
C2 1.623 -0.736 -4.786
H1 3.270 -1.911 -3.984
H2 3.781 -0.425 -4.790
H3 1.520 0.228 -5.309
H4 1.479 -1.521 -5.547
C3 -0.056 -2.654 -3.749
H5 -0.998 -2.915 -3.253
H6 0.751 -3.250 -3.307
H7 -0.135 -2.898 -4.818
C4 -1.077 -0.245 -4.589
H8 -1.099 -0.772 -5.554
H9 -0.941 0.827 -4.772
H10 -2.037 -0.394 -4.081
C5 4.624 -0.724 -1.914
H11 4.942 -0.209 -1.000
H12 5.412 -0.628 -2.674
H13 4.473 -1.786 -1.686
C6 3.743 1.585 -3.112
H14 2.984 2.149 -3.666
H15 4.600 1.399 -3.775
H16 4.078 2.193 -2.263
Re1 -0.733 0.673 2.722
C7 -1.724 0.762 0.853
C8 -1.450 -0.615 1.194
C9 -0.265 -1.394 0.646
C10 1.050 -1.287 1.459
C11 1.166 -0.044 2.312
C12 0.976 1.288 1.753
C13 0.668 1.533 0.284
C14 -0.833 1.533 -0.096
C15 -0.119 1.475 4.569
H17 -2.753 1.102 0.935
H18 -2.290 -1.219 1.535
H19 -0.087 -1.123 -0.408
H20 -0.567 -2.455 0.652
H21 1.127 -2.168 2.118
H22 1.922 -1.348 0.785
H23 1.800 -0.124 3.192
H24 1.452 2.111 2.281
H25 1.224 0.818 -0.344
H26 1.071 2.531 0.045
H27 -1.183 2.579 -0.134
H28 -0.967 1.136 -1.118
H29 -0.861 2.221 4.898
H30 0.885 1.928 4.553
H31 -0.134 0.657 5.311
C16 -5.280 0.271 4.974
C17 -4.316 -0.732 5.154
C18 -3.073 -0.642 4.498
C19 -2.812 0.451 3.685
C20 -3.759 1.450 3.482
C21 -4.998 1.362 4.145
H32 -6.246 0.199 5.480
H33 -4.530 -1.584 5.804
H34 -2.308 -1.413 4.625
H35 -3.527 2.289 2.824
H36 -5.744 2.152 4.007

Cartesian forces (eV/Å) of the 2 atoms listed first:
P 2.4 -0.5 -3.2
P 0.7 -1.1 -3.7